No. 1
Formula: C10H16CuNOP2S
Source: the OMol25 dataset
Level of theory: the ωB97M-V functional and the def2-TZVPD basis

Values from the calculation:
- Energy: -88219.826 eV
- Gap between HOMO and LUMO: 8.57 eV
- ΔE to the lowest compared entry with this formula, charge and spin: 42.9 kJ/mol

Element x y z (Å)
Cu 0.35 0.23 -0.66
C -0.18 3.53 -0.07
P -0.77 1.84 0.30
C -2.54 2.06 -0.12
C -0.69 1.76 2.12
C -0.19 2.77 2.93
C -0.05 2.55 4.29
C -0.41 1.34 4.85
C -0.92 0.33 4.04
C -1.05 0.53 2.68
P -1.73 -0.70 1.49
C -3.41 -0.89 2.25
C -0.98 -2.27 2.09
H 0.85 3.64 0.28
H -0.81 4.30 0.38
H -0.19 3.65 -1.15
H -3.04 2.71 0.60
H -3.04 1.09 -0.15
H -2.59 2.51 -1.11
H 0.10 3.72 2.51
H 0.35 3.34 4.92
H -0.30 1.17 5.91
H -1.23 -0.61 4.48
H -3.35 -1.15 3.31
H -3.93 -1.68 1.71
H -3.96 0.04 2.13
H -1.17 -2.42 3.15
H 0.09 -2.25 1.89
H -1.40 -3.08 1.51
O 1.09 -3.33 -0.22
S 1.64 -2.54 -1.34
N 1.31 -1.09 -1.40


No. 2
Formula: C10H16N2O2S
Source: the OMol25 dataset
Level of theory: the ωB97M-V functional and the def2-TZVPD basis

Values from the calculation:
- Energy: -28533.196 eV
- Gap between HOMO and LUMO (spin up / spin down): 7.28 / 7.28 eV
- ΔE to the lowest compared entry with this formula, charge and spin: 716.8 kJ/mol

Element x y z (Å)
C 2.16 0.19 2.02
C 1.99 2.46 -0.58
C 0.60 -0.91 0.43
C 1.97 -0.38 0.84
C -0.45 -0.02 0.06
C 0.85 1.90 -0.32
C -1.75 -0.52 0.26
C 3.12 -0.56 -0.12
C -1.17 1.84 -1.39
C -4.06 -0.18 0.01
N -0.26 -3.47 -0.25
N -0.22 1.21 -0.43
O -2.03 -1.56 0.86
O -2.72 0.44 -0.02
S 0.73 -2.31 -0.90
H 3.05 0.73 2.22
H 1.24 0.54 2.52
H 2.67 2.29 -1.39
H 2.29 3.18 0.09
H 0.41 -1.57 1.32
H 4.04 -0.57 0.33
H 2.79 -1.41 -0.74
H 3.16 0.26 -0.77
H -1.83 1.17 -2.12
H -1.93 2.30 -0.77
H -0.55 2.48 -1.94
H -4.51 0.35 0.94
H -3.98 -1.28 0.23
H -4.75 0.14 -0.87
H 0.23 -3.68 0.51
H -1.09 -3.07 -0.09


No. 3
Formula: C10H16N3
Source: the OMol25 dataset
Level of theory: the ωB97M-V functional and the def2-TZVPD basis

Values from the calculation:
- Energy: -15088.974 eV
- Total charge: +1
- Gap between HOMO and LUMO: 8.44 eV
- ΔE to the lowest compared entry with this formula, charge and spin: 452.6 kJ/mol

Element x y z (Å)
C 2.38 -1.04 -1.03
C -1.88 1.57 -0.25
C 2.35 1.17 0.09
C 0.25 0.80 0.44
C 1.59 -2.12 -0.18
C 0.79 -1.42 1.01
C -1.42 -0.78 0.06
C -2.57 0.45 0.31
C 2.77 2.54 0.53
C -3.78 0.11 -0.46
N 2.75 0.15 -0.37
N -0.62 1.60 -0.28
N -0.11 -0.45 0.49
H 3.28 -1.48 -1.30
H -2.47 2.30 -0.79
H 0.90 -2.72 -0.89
H 2.12 -2.94 0.24
H 0.36 -2.26 1.72
H 1.63 -1.00 1.59
H -1.76 -1.67 0.60
H -1.59 -1.12 -0.90
H -2.81 0.71 1.39
H 3.80 2.65 0.19
H 2.55 2.63 1.56
H 2.10 3.24 0.07
H -4.55 0.83 -0.47
H -4.22 -0.75 0.04
H -3.57 -0.27 -1.46
H 1.72 -0.74 -1.96


No. 4
Formula: C10H16N4
Source: the OMol25 dataset
Level of theory: the ωB97M-V functional and the def2-TZVPD basis

Values from the calculation:
- Energy: -16584.045 eV
- Gap between HOMO and LUMO (spin up / spin down): 7.61 / 7.61 eV
- ΔE to the lowest compared entry with this formula, charge and spin: 513.8 kJ/mol

Element x y z (Å)
C -2.54 -1.11 0.09
C -2.32 1.22 -0.58
C -1.18 -1.23 0.07
C -0.98 0.97 -0.77
C -3.15 0.15 -0.26
C -0.41 -0.20 -0.44
C 1.62 -1.49 -0.25
C 2.88 -0.95 0.54
C -4.62 0.32 0.04
C 1.55 1.36 1.43
N 0.88 -0.49 -0.80
N 3.03 0.33 0.04
N 1.95 1.03 0.05
N 3.84 0.48 -1.11
H -3.02 -1.97 0.53
H -2.71 2.23 -0.91
H -0.81 -2.20 0.19
H -0.31 1.83 -0.96
H 1.99 -2.11 -1.14
H 1.08 -2.31 0.23
H 2.65 -0.80 1.52
H 3.71 -1.49 0.42
H -4.98 1.03 -0.65
H -5.22 -0.61 -0.25
H -4.79 0.78 1.06
H 1.11 2.43 1.28
H 0.78 0.84 1.91
H 2.48 1.40 1.98
H 3.28 0.98 -1.87
H 4.20 -0.44 -1.37


No. 5
Formula: C10H16NO2P
Source: the OMol25 dataset
Level of theory: the ωB97M-V functional and the def2-TZVPD basis

Values from the calculation:
- Energy: -25502.123 eV
- Gap between HOMO and LUMO: 9.08 eV
- ΔE to the lowest compared entry with this formula, charge and spin: 47.3 kJ/mol

Element x y z (Å)
C -1.63 -1.07 2.86
C -1.40 -1.95 1.81
C -1.15 0.20 2.86
C -0.48 -1.62 0.83
C -0.42 0.71 1.76
C -0.16 -0.25 0.81
C -0.03 -2.54 -0.24
C 0.05 2.06 1.75
C -1.12 0.53 -2.66
C 0.32 0.62 -3.20
N 3.01 0.28 -0.44
O 1.31 2.32 -1.06
O 1.33 0.07 -2.35
P 1.48 0.83 -0.89
H -2.41 -1.33 3.60
H -1.93 -2.96 1.80
H -1.16 0.77 3.83
H 0.49 -1.94 -0.96
H 0.66 -3.28 0.15
H -0.93 -3.13 -0.51
H -0.15 2.65 2.62
H 1.14 2.26 1.64
H -0.26 2.68 0.93
H -1.75 1.45 -2.65
H -1.79 -0.20 -3.10
H -0.82 0.29 -1.62
H 0.57 1.69 -3.22
H 0.45 0.06 -4.15
H 3.69 0.89 -0.75
H 3.07 -0.09 0.52


No. 6
Formula: C10H16NO4
Source: the OMol25 dataset
Level of theory: the ωB97M-V functional and the def2-TZVPD basis

Values from the calculation:
- Energy: -20305.408 eV
- Total charge: -1
- Gap between HOMO and LUMO (spin up / spin down): 8.51 / 3.82 eV
- ΔE to the lowest compared entry with this formula, charge and spin: 331.9 kJ/mol

Element x y z (Å)
C -0.17 -2.09 -1.88
C 1.42 -4.38 -1.60
C 2.17 0.80 2.32
C 1.93 0.79 0.88
C 2.77 1.49 -0.16
C -1.84 2.04 -0.25
C -1.81 0.77 1.82
C -0.76 -0.42 -0.25
C -1.83 0.66 0.29
C -1.13 -1.04 -1.56
N -2.11 -0.90 -2.35
O 1.86 -4.80 -0.61
O 0.66 -2.60 -1.11
O 1.17 -4.44 -2.73
O 1.16 1.69 1.85
H -0.30 -2.55 -2.87
H 1.68 -0.08 2.79
H 3.06 1.25 2.76
H 2.33 1.30 -1.10
H 3.72 1.10 -0.05
H 2.84 2.54 -0.03
H -2.78 2.37 -0.28
H -1.30 2.66 0.41
H -1.29 2.19 -1.17
H -1.00 1.25 2.22
H -2.69 1.39 2.16
H -1.84 -0.20 2.30
H -0.50 -1.20 0.44
H 0.18 0.14 -0.20
H -2.88 0.35 0.03
H -2.73 -0.07 -2.07


No. 7
Formula: C10H16NS
Source: the OMol25 dataset
Level of theory: the ωB97M-V functional and the def2-TZVPD basis

Values from the calculation:
- Energy: -22942.989 eV
- Total charge: +1
- Gap between HOMO and LUMO: 7.23 eV
- ΔE to the lowest compared entry with this formula, charge and spin: 408.2 kJ/mol

Element x y z (Å)
C 1.78 0.56 0.45
C 3.65 1.01 -0.06
C -0.49 1.89 0.68
C -0.86 1.63 -0.74
C 0.13 0.51 0.78
C -0.67 0.13 -0.49
C 5.00 1.29 -0.41
C -3.02 -2.48 1.18
C -1.99 -0.38 0.10
C -1.76 -1.90 0.59
N 2.56 1.66 0.26
S 2.83 -0.78 0.26
H 0.12 2.76 0.95
H -1.39 1.92 1.16
H -1.92 1.76 -0.91
H -0.29 2.02 -1.52
H 0.15 -0.17 1.56
H -0.20 -0.61 -1.18
H 5.34 2.12 0.17
H 5.03 1.58 -1.50
H 5.35 0.31 -0.32
H -2.96 -3.56 1.36
H -3.76 -2.29 0.41
H -3.22 -2.06 2.12
H -2.15 0.28 0.90
H -2.84 -0.56 -0.56
H -1.39 -2.53 -0.13
H -0.95 -1.81 1.37


No. 8
Formula: C10H16O
Source: the OMol25 dataset
Level of theory: the ωB97M-V functional and the def2-TZVPD basis

Values from the calculation:
- Energy: -12675.417 eV
- Spin multiplicity: 2
- Total charge: -1
- Expectation value of S²: 0.759
- Gap between HOMO and LUMO (spin up / spin down): 3.12 / 6.97 eV
- ΔE to the lowest compared entry with this formula, charge and spin: 30.4 kJ/mol

Element x y z (Å)
C 0.53 -1.94 1.47
C -0.59 -2.88 1.04
H 1.22 -2.47 2.15
H 1.25 -1.61 0.71
H 0.16 -1.05 1.96
H -0.49 -3.90 1.43
H -0.66 -2.99 -0.03
H -1.57 -2.48 1.33
C -0.56 -0.52 -1.64
C -0.55 0.01 -3.10
C -0.21 0.52 -0.61
C 1.16 0.94 -0.49
C -1.16 1.14 0.16
C 1.50 1.83 0.56
C -0.84 2.06 1.19
C 0.55 2.33 1.41
O 0.86 3.40 2.27
H -1.54 -0.95 -1.45
H 0.18 -1.33 -1.59
H -1.33 -0.49 -3.67
H 1.89 0.68 -1.26
H -2.23 0.98 0.02
H 2.51 2.23 0.53
H -1.54 2.36 1.96
H 1.81 3.35 2.42
H 0.37 -0.30 -3.61
H -0.70 1.08 -3.15


Q: The lowest ΔE to the lowest compared entry with this formula, charge and spin belongs to which entry?
A: C10H16O